Record 1
Density functional theory data (ωB97M-V with the def2-TZVPD basis set) for a structure of composition C48H42NP2Tl in a non-equilibrium geometry.

Last column: Löwdin charge in e.
Positions of all 94 atoms, in Å:
C 0.6528 -1.4803 -4.0893  -0.105
C -0.3691 -1.9791 -3.2603  -0.380
C -1.7035 -1.9670 -3.6950  -0.066
C -1.9878 -1.5512 -4.9953  -0.065
C -0.9746 -1.1649 -5.8484  -0.068
C 0.3446 -1.1535 -5.4170  -0.083
P 0.0518 -2.3747 -1.5241  0.968
C -1.2952 -3.3990 -0.8557  -0.370
C -2.2930 -2.8554 -0.0251  -0.113
C -3.3670 -3.6526 0.3581  -0.062
C -3.4407 -4.9841 -0.0728  -0.043
C -2.4432 -5.5241 -0.8919  -0.047
C -1.3695 -4.7315 -1.2871  -0.068
Tl -0.2222 0.1270 -0.5226  0.835
P 0.1901 2.4030 -1.8837  0.965
C -1.2846 2.2121 -2.9381  -0.374
C -1.1890 2.4946 -4.3105  -0.099
C -2.2906 2.2946 -5.1425  -0.049
C -3.4948 1.8173 -4.6264  -0.048
C -3.5836 1.5091 -3.2672  -0.059
C -2.4972 1.7077 -2.4202  -0.129
C -0.0914 3.6985 -0.6447  -0.366
C 0.7210 3.7629 0.5124  -0.092
C 0.4646 4.7022 1.4990  -0.062
C -0.6877 5.4894 1.4215  -0.056
C -1.5576 5.3690 0.3210  -0.059
C -1.2438 4.4958 -0.7189  -0.077
C 1.7739 2.5349 -2.7383  -0.397
C 2.7784 1.5395 -2.6690  -0.107
C 4.0055 1.7801 -3.2830  -0.060
C 4.2409 2.9802 -3.9619  -0.036
C 3.2393 3.9540 -4.0475  -0.046
C 2.0146 3.7454 -3.4208  -0.098
C 1.6484 -3.2815 -1.5402  -0.347
C 2.1678 -3.8839 -2.7055  -0.087
C 3.4643 -4.4049 -2.7071  -0.051
C 4.2343 -4.3801 -1.5357  -0.047
C 3.6934 -3.8627 -0.3526  -0.061
C 2.4354 -3.2709 -0.3677  -0.088
H 1.5280 3.0268 0.6255  0.113
H 1.1678 4.8204 2.3314  0.124
H -0.8988 6.2160 2.2091  0.121
H -2.4692 5.9672 0.2762  0.120
H -1.9111 4.4025 -1.5765  0.110
H -0.2545 2.8761 -4.7100  0.059
H -2.1996 2.5312 -6.1972  0.121
H -4.3714 1.7015 -5.2665  0.123
H -4.5041 1.1218 -2.8383  0.119
H -2.5927 1.4620 -1.3570  0.074
H 2.5956 0.6071 -2.1174  0.089
H 4.7691 1.0068 -3.2251  0.118
H 5.2043 3.1460 -4.4391  0.121
H 3.3953 4.8764 -4.6023  0.121
H 1.2335 4.5148 -3.4374  0.123
H 1.5775 -3.9319 -3.6236  0.111
H 3.8685 -4.8409 -3.6196  0.118
H 5.2508 -4.7830 -1.5308  0.120
H 4.2467 -3.9296 0.5853  0.117
H 2.0352 -2.7791 0.5235  0.083
H -2.2186 -1.8127 0.3019  0.059
H -4.1472 -3.2102 0.9806  0.117
H -4.2954 -5.5920 0.2286  0.119
H -2.5096 -6.5545 -1.2440  0.121
H -0.6019 -5.1208 -1.9532  0.114
H -2.5063 -2.2601 -3.0106  0.115
H -3.0091 -1.5420 -5.3423  0.115
H -1.1858 -0.8639 -6.8734  0.122
H 1.0973 -0.8699 -6.1416  0.109
H 1.6416 -1.3218 -3.6385  0.105
H 0.8108 1.5814 -5.3870  0.078
H 1.5068 1.5385 -5.0774  0.090
C -2.3611 3.1225 4.3492  -0.046
C -2.5095 2.9904 2.9754  -0.074
C -2.0109 1.8747 2.3214  -0.025
C -1.3470 0.8237 3.0128  -0.282
C -1.2636 0.9502 4.4314  0.020
C -1.7418 2.0979 5.0768  -0.041
N -0.7776 -0.1958 2.3060  0.067
C -0.4658 -1.3929 2.9206  -0.338
C 0.8743 -1.8352 2.9608  -0.045
C 1.1986 -3.0841 3.4805  -0.079
C 0.1999 -3.9980 3.8430  -0.059
C -1.1242 -3.5430 3.8552  -0.067
C -1.4445 -2.2464 3.4781  -0.029
H -2.7397 4.0159 4.8264  0.117
H -3.0056 3.7583 2.3835  0.109
H -2.0901 1.7385 1.2351  0.074
H -0.8044 0.1429 5.0247  0.129
H -1.6376 2.1960 6.1549  0.117
H 1.6322 -1.1400 2.6110  0.110
H 2.2521 -3.3551 3.6089  0.115
H 0.4607 -5.0143 4.1678  0.118
H -1.9028 -4.2239 4.1892  0.114
H -2.4663 -1.8741 3.5693  0.124

Multiplicity: 1
Lowest unoccupied orbital energy (spin up / spin down) in eV: -7.42 / -6.48
E_HOMO (spin up / spin down) in eV: -12.739 / -12.308
Charge: +2
ΔE to the lowest compared entry with this formula, charge and spin in kcal/mol: 0.0
Calculated total energy in eV: -75202.648

=====

Record 2
Density functional theory data (ωB97M-V with the def2-TZVPD basis set) for a structure of composition C48H43AsN6O4S3Sn in a non-equilibrium geometry.

Last column: Löwdin charge in e.
Positions of all 106 atoms, in Å:
Sn 0.0197 -0.4347 0.0394  1.295
C -1.3080 -6.6002 -4.6401  -0.047
C -1.6467 -5.5361 -3.6426  -0.267
C -1.1879 -4.2326 -3.7935  -0.019
C -1.4707 -3.2720 -2.8368  -0.053
C -2.2212 -3.6092 -1.7320  -0.271
C -2.7144 -4.8916 -1.5774  -0.047
C -2.4249 -5.8499 -2.5309  -0.032
S -2.4366 -2.4406 -0.4003  0.560
O -3.7207 -2.6294 0.2152  -0.286
O -1.3111 -2.7205 0.4987  -0.439
N -2.1338 -0.9795 -0.9227  -0.277
C -2.9103 -0.3240 -1.8164  -0.297
C -4.0834 -0.8111 -2.3625  -0.022
C -4.8263 -0.0472 -3.2657  -0.073
C -4.4303 1.2176 -3.6194  -0.054
C -3.2333 1.7499 -3.1035  -0.157
C -2.7550 3.0423 -3.4095  -0.003
C -1.5461 3.4512 -2.9115  -0.039
C -0.8052 2.5642 -2.1171  -0.158
N -1.2420 1.3780 -1.7676  0.051
C -2.4401 0.9638 -2.2240  -0.168
H -0.6864 -6.2052 -5.4375  0.074
H -2.2088 -7.0225 -5.0817  0.083
H -0.7704 -7.4091 -4.1490  0.083
H -0.5968 -3.9620 -4.6565  0.114
H -1.1207 -2.2563 -2.9408  0.105
H -3.3252 -5.1102 -0.7147  0.116
H -2.7993 -6.8564 -2.4109  0.116
H -4.4284 -1.7873 -2.0575  0.100
H -5.7346 -0.4619 -3.6816  0.105
H -5.0213 1.8132 -4.2995  0.106
H -3.3490 3.6934 -4.0366  0.116
H -1.1547 4.4353 -3.1204  0.103
H 0.1853 2.8264 -1.7626  0.064
N -0.7068 -0.8459 2.6510  -0.027
C 0.3725 -0.8329 3.6280  -0.152
C 1.7400 -0.5095 2.9686  -0.676
O 2.7404 -0.4606 3.6648  0.020
O 1.7123 -0.3058 1.7165  -0.276
H -1.5419 -0.4164 3.0308  0.060
H -0.9512 -1.7888 2.3655  0.041
H 0.4797 -1.7884 4.1521  0.119
H 0.2054 -0.0524 4.3744  0.113
S 2.4677 1.1934 -1.0178  0.603
C 3.5840 0.1659 -0.3123  -0.746
N 3.9910 0.3918 0.9606  0.067
C 4.7877 -0.4406 1.6468  -0.067
C 5.2919 -1.5609 1.0505  -0.047
C 4.9665 -1.8053 -0.2954  -0.046
C 4.1524 -0.9430 -0.9718  -0.092
H 3.4966 1.1261 1.4646  0.094
H 4.9604 -0.1931 2.6827  0.126
H 5.9207 -2.2363 1.6053  0.104
H 5.3589 -2.6802 -0.7916  0.110
H 3.8964 -1.0984 -2.0062  0.094
N 1.3420 -3.8379 1.0553  0.139
C 1.6072 -3.6977 -0.2461  -0.677
N 1.3599 -2.6213 -0.9163  0.030
C 1.7688 -2.7060 -2.2192  -0.361
C 1.6334 -1.7003 -3.1746  -0.060
C 2.1031 -1.9373 -4.4510  -0.078
C 2.7056 -3.1483 -4.7840  -0.096
C 2.8560 -4.1544 -3.8446  -0.096
C 2.3819 -3.9257 -2.5662  -0.471
S 2.4179 -4.9777 -1.1652  1.073
H 0.6577 -3.1766 1.3964  0.069
H 1.3543 -4.7519 1.4735  0.106
H 1.1828 -0.7516 -2.8843  0.079
H 2.0082 -1.1702 -5.2043  0.106
H 3.0575 -3.3101 -5.7906  0.099
H 3.3335 -5.0879 -4.0975  0.105
C -1.0353 6.7073 -0.6360  -0.097
C 0.2193 6.1248 -0.7012  -0.088
C 0.4642 4.9318 -0.0444  -0.125
C -0.5264 4.3091 0.7074  -0.359
C -1.7840 4.9020 0.7572  -0.105
C -2.0368 6.0885 0.0908  -0.085
As -0.2486 2.4991 1.4566  1.338
C 1.3499 2.8414 2.5423  -0.352
C 1.3826 2.7239 3.9267  -0.114
C 2.5554 2.9247 4.6334  -0.071
C 3.7298 3.2217 3.9665  -0.080
C 3.7286 3.2854 2.5842  -0.089
C 2.5498 3.0929 1.8824  -0.173
C -1.6625 2.5998 2.8215  -0.401
C -2.7256 1.7136 2.6767  -0.147
C -3.7468 1.6591 3.6127  -0.079
C -3.7069 2.4875 4.7230  -0.084
C -2.6739 3.3997 4.8613  -0.077
C -1.6735 3.4749 3.9055  -0.121
H -1.2335 7.6293 -1.1623  0.100
H 1.0028 6.5878 -1.2845  0.105
H 1.4336 4.4628 -0.1490  0.083
H -2.5831 4.4267 1.3137  0.096
H -3.0255 6.5240 0.1237  0.103
H 0.4834 2.4647 4.4703  0.085
H 2.5560 2.8373 5.7103  0.108
H 4.6425 3.3900 4.5175  0.103
H 4.6491 3.4751 2.0483  0.111
H 2.5682 3.1055 0.8002  0.024
H -2.7489 1.0657 1.8022  0.094
H -4.5644 0.9645 3.4804  0.107
H -4.4835 2.4326 5.4733  0.103
H -2.6415 4.0530 5.7228  0.105
H -0.8972 4.2253 4.0038  0.110

Multiplicity: 1
Lowest unoccupied orbital energy in eV: 0.33
E_HOMO in eV: -7.038
Charge: 0
ΔE to the lowest compared entry with this formula, charge and spin in kcal/mol: 0.0
Calculated total energy in eV: -166783.130

=====

Look up the charge of the first one.
+2

=====

The lowest calculated total energy belongs to which entry?
C48H43AsN6O4S3Sn

=====

Which value of charge does entry 2 give?
0